# C62H48BiN6OS

C62H48BiN6OS as an isolated structure in a non-equilibrium geometry (ωB97M-V/def2-TZVPD, OMol25).

The calculation puts the LUMO energy at -4.01 eV. For the molar mass, the calculation gives 1134.2 g/mol. The value obtained for the gap between HOMO and LUMO is 5.45 eV. Its total charge is +1.

Structure (XYZ):
```
119
Properties=species:S:1:pos:R:3:forces:R:3
Bi -14.07221 -17.43191 3.59578 -0.089 0.248 -0.622
C -7.90865 -21.19066 6.59665 -0.334 0.365 -1.147
C -8.28603 -19.92070 7.00838 0.999 -0.398 2.036
C -9.44552 -19.33928 6.59017 0.061 0.882 -0.860
C -10.18088 -19.91737 5.57504 -0.514 0.776 1.114
C -9.90191 -21.20317 5.23626 0.607 -1.143 -1.469
C -8.70878 -21.78528 5.63923 -0.088 -0.700 0.416
C -11.30149 -19.20091 4.94167 -0.665 -0.381 -0.899
C -12.60641 -19.79576 5.26891 0.119 1.948 -0.913
C -12.86293 -20.74153 6.32369 -0.417 -0.074 -1.168
C -14.21811 -20.95874 6.24312 -0.068 -0.787 1.092
C -14.83785 -20.05042 5.36383 1.080 -0.425 -2.183
C -16.16979 -20.10763 4.94203 -0.273 1.331 -0.407
C -17.09756 -21.15508 5.44949 -0.175 0.599 1.974
C -18.00872 -20.92832 6.49325 0.128 0.513 -0.186
C -18.90188 -21.90818 6.94602 0.448 -0.323 -0.477
C -18.89727 -23.19187 6.34561 0.208 0.199 0.130
C -17.92806 -23.39213 5.36336 0.206 -0.800 -0.444
C -17.04450 -22.40844 4.94184 0.628 -0.642 -1.774
C -16.75068 -19.25827 3.95715 -1.836 -1.738 -0.301
N -16.16128 -18.45725 3.05950 0.655 0.643 -0.898
C -17.08163 -18.19388 2.09278 0.947 2.263 -2.460
C -16.72774 -17.38041 0.87024 -0.103 -1.618 3.176
C -17.85675 -16.87230 0.10571 -0.539 0.849 -1.019
C -18.26227 -15.56134 0.33087 -1.586 1.099 -0.542
C -19.39943 -15.03705 -0.38171 -0.384 -4.265 -0.790
C -20.17564 -15.92675 -1.27983 4.364 -0.571 0.251
C -19.53730 -17.18191 -1.68683 -0.652 2.394 2.581
C -18.44828 -17.60067 -0.91672 -0.991 0.238 -0.376
C -15.45350 -17.03504 0.53181 -0.189 -0.705 1.137
C -15.18033 -16.35290 -0.67410 1.679 -0.239 -0.024
C -13.81350 -16.31726 -0.78231 -0.318 1.727 -0.189
C -13.28781 -16.87399 0.41107 2.553 0.334 1.570
N -14.26204 -17.30158 1.23714 -0.421 -0.450 -0.043
C -11.85459 -16.75700 0.72024 -1.501 -0.170 0.978
C -11.25798 -17.20363 1.95691 -0.884 0.186 -2.121
C -9.82219 -17.27460 2.22017 -1.052 -0.251 0.156
C -9.71247 -17.93798 3.38212 0.601 -0.260 0.875
C -10.97986 -18.28164 3.92463 -2.940 -1.144 -0.951
N -11.93750 -17.84874 2.94499 0.267 0.427 1.335
C -11.03805 -16.10506 -0.34834 1.867 -1.617 -0.380
C -10.41189 -14.88603 -0.21426 -0.472 0.107 0.462
C -9.44693 -14.45127 -1.11979 -0.266 0.041 -0.454
C -9.07655 -15.22694 -2.22453 -0.234 0.115 0.760
C -9.65486 -16.48371 -2.34427 0.083 -1.312 -0.828
C -10.56611 -16.89660 -1.42579 -2.434 -1.778 1.423
C -18.37486 -18.74542 2.31624 1.507 -1.201 2.777
C -18.11847 -19.46707 3.51063 -0.543 -0.172 0.120
N -13.78306 -19.38808 4.63798 0.069 -0.871 2.566
H -7.00918 -21.70137 6.89055 0.240 0.216 0.310
H -7.71153 -19.44152 7.79799 -0.008 0.061 -0.167
H -9.76823 -18.37492 6.93532 0.190 0.394 0.251
H -10.53774 -21.73065 4.53505 -0.016 0.017 -0.182
H -8.40167 -22.73429 5.22320 -0.217 -0.190 0.051
H -12.16424 -21.31493 6.94911 -0.274 0.572 -0.595
H -14.73461 -21.78988 6.72391 -0.023 0.535 0.137
H -17.97576 -19.89968 6.85812 -0.452 -0.390 0.449
H -19.55627 -21.67987 7.77470 -0.155 0.016 -0.072
H -19.60182 -24.02421 6.62694 0.882 1.180 -0.201
H -17.75790 -24.33296 4.84450 -0.601 -0.144 0.336
H -16.35753 -22.55330 4.07053 -0.603 -0.356 0.976
H -17.73762 -14.94800 1.09674 -0.499 -0.419 -0.730
H -19.79993 -14.09911 -0.15593 -0.361 1.368 0.282
H -21.02457 -15.62053 -1.83651 -0.728 0.574 -0.045
H -19.92937 -17.87323 -2.41525 -0.285 0.228 -0.158
H -18.13768 -18.58767 -1.10162 0.810 -1.134 -0.174
H -16.01495 -15.99676 -1.21740 -0.089 0.482 -1.013
H -13.11552 -15.64527 -1.29599 -0.840 -0.692 -0.756
H -9.05239 -16.98020 1.54117 0.256 0.233 -0.192
H -8.87730 -18.31143 3.91125 1.191 0.019 0.086
H -10.73529 -14.31079 0.64429 0.363 0.458 -0.014
H -9.04687 -13.46390 -0.95818 0.301 0.093 -0.153
H -8.34366 -14.87799 -2.92364 0.238 0.162 -0.207
H -9.48256 -17.31829 -3.06446 0.595 1.477 0.035
H -11.00582 -17.95069 -1.49914 0.717 1.548 -0.009
H -19.30474 -18.62441 1.76449 0.524 -0.108 0.070
H -18.71480 -20.15188 4.13172 -0.271 0.629 -0.895
C -10.70865 -20.76625 1.42493 0.331 -1.123 0.557
C -12.11026 -21.10441 1.84795 -0.190 0.010 2.110
N -12.42130 -22.16724 2.58181 0.062 0.291 -0.701
C -13.79002 -22.15162 2.74248 -0.468 -0.778 -0.160
C -14.34508 -21.05187 2.13988 0.471 0.407 0.030
N -13.22536 -20.33533 1.67609 -0.898 -2.007 -0.015
H -9.93374 -21.44514 1.89969 -1.209 0.850 -0.119
H -10.41672 -19.72927 1.54916 -0.142 0.058 0.005
H -10.65845 -21.04402 0.39497 0.264 0.167 -1.042
H -14.27693 -23.03592 3.20357 0.307 0.986 -0.313
H -15.37882 -20.66316 1.98119 1.218 -0.518 0.300
H -13.34052 -19.48839 1.20201 0.225 1.292 -0.919
O -12.93853 -15.10719 3.96518 0.568 -2.254 -1.300
S -13.00256 -13.76058 4.51435 -0.729 3.026 0.994
C -11.63154 -12.78453 3.79533 -0.826 0.903 0.706
C -10.29224 -13.12456 4.25047 1.623 -1.111 -0.619
C -9.73635 -14.36346 3.92385 1.447 1.058 1.774
C -8.42029 -14.64450 4.33057 -1.328 1.078 -0.992
C -7.57635 -13.69074 4.86637 -0.258 -0.484 0.468
C -8.15051 -12.48072 5.20940 0.537 0.224 0.299
C -9.47709 -12.21293 4.90952 0.461 -1.018 -0.499
C -12.41891 -13.96462 6.21701 1.102 0.189 0.638
C -12.96537 -15.23919 6.73779 0.346 -0.195 0.176
C -12.15527 -16.32398 7.01619 0.455 -0.135 0.802
C -12.73154 -17.46059 7.57475 0.288 -1.540 0.228
C -14.10957 -17.56277 7.78209 0.024 0.535 -0.456
C -14.88362 -16.42328 7.52085 -2.253 -1.067 1.480
C -14.30338 -15.29956 7.02702 -0.406 1.510 -0.563
H -11.80965 -11.73151 4.02275 -0.465 -0.007 0.219
H -11.78176 -12.85088 2.73624 -0.069 -0.406 -0.692
H -10.26107 -15.13996 3.45360 -0.893 -0.675 -0.632
H -8.13545 -15.59690 4.04066 1.180 -1.725 -0.224
H -6.52666 -13.91201 5.07106 -0.383 0.100 -0.020
H -7.51936 -11.76394 5.73216 -0.335 0.162 -0.258
H -9.85040 -11.25459 5.04560 -0.665 1.710 0.639
H -12.61680 -13.12245 6.92522 -0.061 -0.368 -1.007
H -11.34671 -14.13268 6.15951 0.261 0.440 -0.067
H -11.05872 -16.23834 7.00188 -0.526 -0.063 -0.420
H -12.08358 -18.32703 7.86358 -0.622 0.898 -0.354
H -14.60139 -18.48034 8.11042 0.400 0.286 0.151
H -15.97127 -16.38955 7.87871 1.608 -0.192 -0.886
H -14.81685 -14.34825 6.84250 -0.443 -0.589 0.259
```
Forces are in eV/Å.